Record 1
C28H55AlBr16ClN2O2S as an isolated structure at a distorted geometry. Source: the Open Molecules 2025 dataset; level of theory: ωB97M-V/def2-TZVPD.

The value obtained for the molar mass is 1824.726 g/mol. The calculation puts the total energy at -43644.9435 a.u. As for the charge: -1. The calculation puts the max |F| at 3.75 eV/A. The value obtained for the lowest unoccupied orbital energy is 1.2570 eV. The calculation puts the gap between HOMO and LUMO at 6.049 eV.

Each line ends with the Mulliken charge.
CARTESIAN COORDINATES (ANGSTROEM)
1 O -1.540150 -4.374528 -0.196993  -0.405
2 C -2.663349 -5.262267 0.025352  -0.574
3 C -3.903007 -4.408045 0.577090  0.045
4 C -4.575561 -5.150172 1.813528  -0.747
5 Al -5.184263 -3.949080 3.342687  0.211
6 Cl -6.129050 -2.000827 2.654463  -0.436
7 C -3.761333 -3.600981 4.774590  -0.900
8 C -2.793454 -2.381337 4.466172  1.194
9 C -1.313408 -2.898973 4.205886  -0.876
10 C -0.547280 -1.702221 3.449669  -0.602
11 C -0.658125 -2.054564 1.904239  0.005
12 C 0.217753 -1.092823 0.990944  -0.657
13 C -0.549246 -0.896571 -0.398238  -0.268
14 S -1.527201 0.657596 -0.499745  0.009
15 C -2.793410 0.728937 0.774502  0.319
16 N -4.071162 0.990372 0.419867  -0.164
17 N -4.859984 1.037969 1.527335  -0.405
18 C -4.032850 0.798791 2.567912  -0.089
19 O -2.731010 0.589477 2.140856  -0.113
20 H -1.206446 -4.468091 -1.104876  0.240
21 H -2.389837 -6.089655 0.741842  0.232
22 H -2.958339 -5.710884 -0.967872  0.318
23 H -3.618233 -3.342324 0.768195  -0.193
24 H -4.654865 -4.431663 -0.264311  0.337
25 H -5.508562 -5.658916 1.418633  0.280
26 H -3.939523 -5.995538 2.220345  0.278
27 H -6.368769 -4.749627 4.100799  -0.354
28 H -4.338925 -3.319068 5.709000  0.213
29 H -3.226244 -4.559253 5.013916  0.313
30 H -3.144961 -1.707193 3.638619  -0.391
31 H -2.725672 -1.748137 5.402113  -0.551
32 H -1.372459 -3.754468 3.472743  0.374
33 H -0.777322 -3.158076 5.147607  0.342
34 H 0.552255 -1.680684 3.696120  0.546
35 H -0.998527 -0.705601 3.701519  0.166
36 H -0.240591 -3.085238 1.785330  0.465
37 H -1.731957 -2.018096 1.565701  -0.435
38 H 0.298745 -0.076729 1.459738  0.376
39 H 1.258501 -1.488765 0.836349  0.367
40 H -1.236127 -1.780571 -0.537165  0.215
41 H 0.220114 -0.926642 -1.217280  -0.109
42 H -4.244934 0.768959 3.655526  0.416
43 Br -2.835100 -0.637645 8.064213  -0.120
44 C -1.116601 0.210422 8.406969  -0.604
45 C -0.322833 0.391861 7.136676  -0.579
46 Br 0.475101 -1.284281 6.546923  -0.095
47 H -0.605038 -0.399808 9.147648  0.363
48 H -1.362076 1.178387 8.844956  0.341
49 H 0.519517 1.062324 7.308206  0.409
50 H -0.918241 0.767557 6.306723  0.290
51 Br 1.752268 0.346724 -2.222743  -0.103
52 C 3.130765 0.867794 -0.947613  -0.545
53 C 4.485490 0.353606 -1.355796  -0.073
54 Br 4.665973 -1.550303 -0.980184  -0.172
55 H 2.809298 0.507724 0.027898  0.378
56 H 3.119991 1.958237 -0.949975  0.364
57 H 5.268596 0.834631 -0.770439  0.263
58 H 4.694703 0.487917 -2.413077  -0.151
59 Br 7.488930 -2.324095 -5.576841  -0.170
60 C 5.695916 -2.790050 -4.968098  -0.414
61 C 4.644725 -1.985799 -5.686818  0.146
62 Br 4.551317 -0.166719 -4.999297  -0.060
63 H 5.680600 -2.649577 -3.889102  0.226
64 H 5.586552 -3.850928 -5.194892  0.372
65 H 3.653990 -2.406667 -5.508378  -0.433
66 H 4.817121 -1.912044 -6.757753  0.372
67 Br 4.622284 3.990944 -3.583973  -0.153
68 C 6.018611 4.511157 -2.328124  -0.563
69 C 7.368175 3.997881 -2.761505  -0.542
70 Br 7.558982 2.096309 -2.394184  -0.073
71 H 5.714732 4.149042 -1.348346  0.331
72 H 6.007325 5.601356 -2.327772  0.377
73 H 8.160912 4.477979 -2.188855  0.210
74 H 7.558563 4.135234 -3.823769  0.428
75 Br 1.718232 -4.143595 -5.110272  -0.153
76 C 0.349435 -3.316162 -6.226413  -0.636
77 C 0.690337 -3.419249 -7.691198  -0.523
78 Br 2.062480 -2.133051 -8.196617  -0.119
79 H 0.238001 -2.290605 -5.881722  0.376
80 H -0.563666 -3.870050 -6.008177  0.356
81 H -0.175225 -3.164775 -8.302616  0.341
82 H 1.056441 -4.402590 -7.977714  0.362
83 Br -2.883878 4.215361 -1.353552  -0.162
84 C -4.808173 3.976555 -1.538549  -0.124
85 C -5.231113 4.014175 -2.981101  -0.680
86 Br -5.256261 5.839903 -3.662189  -0.188
87 H -5.281835 4.742328 -0.933501  0.020
88 H -5.012621 2.996210 -1.103608  0.297
89 H -6.254953 3.656175 -3.090740  0.359
90 H -4.577756 3.439381 -3.633690  0.435
91 Br 11.469384 3.095776 -1.998233  -0.133
92 C 11.737269 3.774175 -0.192360  -0.605
93 C 10.649320 3.302955 0.738180  -0.534
94 Br 8.999628 4.298587 0.458665  -0.130
95 H 11.799181 4.857369 -0.266239  0.363
96 H 12.704257 3.378774 0.119011  0.350
97 H 10.924719 3.493368 1.775406  0.332
98 H 10.407630 2.249012 0.618485  0.363
99 Br -8.538547 6.003296 -2.376975  -0.114
100 C -9.129936 6.355023 -0.549573  -0.554
101 C -7.975306 6.406762 0.416772  -0.615
102 Br -7.329162 4.620044 0.842616  -0.118
103 H -9.859178 5.587805 -0.299938  0.367
104 H -9.628858 7.323089 -0.601560  0.330
105 H -8.295718 6.826077 1.370525  0.343
106 H -7.125903 6.974217 0.041499  0.383

Atoms 1-3, force components in eV/Å:
0.1958 -0.3613 -0.4373
-0.7856 0.7425 -0.3195
0.0234 -1.8204 -0.2767

=====

Record 2
C28H55Br2F4FeN4SSi2Te as an isolated structure at a distorted geometry. Source: the Open Molecules 2025 dataset; level of theory: ωB97M-V/def2-TZVPD.

The value obtained for the molar mass is 955.260 g/mol. The calculation puts the total energy at -9375.1582 a.u. As for the charge: +1. The calculation puts the max |F| at 1.19 eV/A. The value obtained for the lowest unoccupied orbital energy (spin up / spin down) is -2.6916 / -2.8174 eV. The spin multiplicity is 5. The calculation puts the gap between HOMO and LUMO (spin up / spin down) at 7.257 / 7.004 eV. The expectation value of S² is 6.013.

Each line ends with the Mulliken charge.
CARTESIAN COORDINATES (ANGSTROEM)
1 Fe 0.209491 -0.823766 -0.457666  0.482
2 C 2.458507 0.977728 1.139984  -1.536
3 N 2.019855 -0.422753 1.039507  0.981
4 C 3.142148 -1.258631 0.581914  -1.319
5 C 1.538741 -0.909831 2.361825  -0.881
6 C 0.029540 -1.066983 2.335786  -0.897
7 N -0.273406 -1.835039 1.133834  0.710
8 C -0.338971 -3.198273 1.133396  -0.549
9 C 0.145532 -3.891609 0.015208  0.985
10 F 0.708049 -3.150037 -0.995849  -0.353
11 C 0.148486 -5.260107 -0.102055  -0.050
12 F 0.698330 -5.811272 -1.189907  -0.371
13 C -0.378155 -6.051113 0.898008  -0.589
14 C -0.880715 -5.398839 2.006810  0.156
15 F -1.413382 -6.109857 3.004538  -0.317
16 C -0.868408 -4.022214 2.131176  0.274
17 F -1.406754 -3.470843 3.232042  -0.348
18 H 3.311927 1.067826 1.821288  0.372
19 H 2.763987 1.340509 0.157680  0.293
20 H 1.639432 1.600962 1.505727  0.402
21 H 3.946612 -1.279400 1.324894  0.387
22 H 2.801384 -2.280723 0.412476  0.295
23 H 3.550117 -0.859829 -0.345922  0.303
24 H 1.978723 -1.892330 2.542233  0.397
25 H 1.879218 -0.243187 3.159017  0.482
26 H -0.318209 -1.518838 3.262875  0.465
27 H -0.446065 -0.079084 2.262753  0.122
28 H -0.386126 -7.128916 0.824304  0.536
29 Br 1.716059 -0.425498 -2.575880  -0.088
30 C 0.862156 1.292880 -2.807736  -0.783
31 Br 0.042319 1.857690 -1.151293  0.020
32 H 0.107528 1.177636 -3.573859  0.487
33 H 1.634186 2.001670 -3.072376  0.479
34 C -0.424258 4.416456 7.067207  -1.347
35 C -0.800180 5.322569 5.898757  -0.268
36 C 0.403063 5.844016 5.117856  -0.077
37 C 1.267205 4.743577 4.501114  -1.435
38 N 0.515553 3.798701 3.680138  -0.039
39 C 0.083917 3.996198 2.418303  -0.045
40 S -0.939206 2.843512 1.693863  -0.148
41 N 0.466269 5.135357 1.827997  0.013
42 C 0.119948 5.577434 0.479597  -0.528
43 C -0.625176 6.907086 0.470096  -0.829
44 C -2.099295 6.838659 0.871089  -0.360
45 C -2.366814 6.515410 2.339556  -0.789
46 H -1.304556 4.138119 7.646808  0.396
47 H 0.274382 4.914814 7.743843  0.307
48 H 0.047044 3.486036 6.738229  0.296
49 H -1.363799 6.179975 6.270879  0.457
50 H -1.475473 4.795653 5.218441  0.162
51 H 1.044606 6.437155 5.776521  0.459
52 H 0.052126 6.518234 4.330848  0.000
53 H 1.763963 4.160532 5.274247  0.527
54 H 2.072263 5.177090 3.904542  0.377
55 H 0.087595 3.006030 4.129344  0.325
56 H 0.981458 5.797253 2.383318  0.190
57 H -0.491847 4.793087 0.037053  0.162
58 H 1.039781 5.659312 -0.102782  0.276
59 H -0.551792 7.306853 -0.544129  0.366
60 H -0.099738 7.624583 1.112819  0.362
61 H -2.603338 6.100027 0.239015  0.193
62 H -2.553560 7.803518 0.633857  0.356
63 H -2.093358 5.489105 2.590712  0.021
64 H -3.426389 6.631054 2.571933  0.423
65 H -1.813644 7.194471 2.995660  0.237
66 C -5.818632 2.169762 -2.554706  -1.065
67 Si -4.885042 1.055650 -1.398781  0.121
68 C -6.024098 -0.211625 -0.660328  -1.051
69 C -4.054043 2.038127 -0.070517  -0.663
70 C -3.592704 0.174712 -2.452668  -0.342
71 Te -2.243690 -1.072307 -1.374098  0.002
72 C -3.360497 -2.882594 -1.438590  -0.655
73 Si -3.305410 -3.876888 -3.046382  0.113
74 C -4.683317 -5.112949 -2.932965  -1.081
75 C -1.664312 -4.728689 -3.140739  -0.738
76 C -3.523674 -2.794293 -4.542883  -1.093
77 H -6.588013 2.724378 -2.008895  0.327
78 H -6.317510 1.599575 -3.343585  0.303
79 H -5.155972 2.898287 -3.029807  0.323
80 H -6.856300 0.286326 -0.154341  0.383
81 H -5.516085 -0.830822 0.084771  0.345
82 H -6.448047 -0.865625 -1.428650  0.325
83 H -4.790350 2.509480 0.587216  0.490
84 H -3.431764 2.834975 -0.489134  0.148
85 H -3.417005 1.404473 0.552756  0.114
86 H -2.994155 0.887749 -3.025649  0.540
87 H -4.059107 -0.498607 -3.172973  0.027
88 H -4.372708 -2.579566 -1.167447  0.421
89 H -2.969904 -3.485076 -0.612298  0.324
90 H -4.613900 -5.683554 -2.002524  0.332
91 H -4.636035 -5.823950 -3.762850  0.336
92 H -5.662784 -4.628521 -2.961583  0.307
93 H -1.558183 -5.470038 -2.344925  0.126
94 H -0.832960 -4.020522 -3.060221  0.151
95 H -1.564081 -5.252551 -4.095910  0.493
96 H -4.533990 -2.383585 -4.626112  0.306
97 H -3.339363 -3.390057 -5.441563  0.387
98 H -2.806450 -1.969080 -4.544679  0.352

Atoms 1-3, force components in eV/Å:
0.6909 -0.2808 0.9214
0.0080 -0.0391 0.0394
0.0940 0.1076 -0.1692

=====

Number 2 is which compound?
C28H55Br2F4FeN4SSi2Te

=====

max |F| of number 1 (C28H55AlBr16ClN2O2S)?
3.75 eV/A